A 7-piece molecular cluster, C39H74Cl12N4O8S overall in a non-equilibrium geometry. Source: OMol25; level of theory: the ωB97M-V functional and the def2-TZVPD basis.

Last column: Mulliken charge in e.
Atoms and positions in Å:
C 0.83865 1.87800 0.43103  -1.0721
C 1.25908 0.65826 -0.51842  0.1540
N 1.17667 -0.56927 0.29698  0.2051
C 1.56367 -1.79390 -0.46954  -3.0983
O 1.91204 -1.45628 -1.79571  -0.1012
C 3.23352 -1.86880 -2.13738  0.6846
C 3.43252 -1.43629 -3.64495  -1.1992
O 2.73137 -2.29410 -4.53758  -0.2897
C 2.20285 -1.58345 -5.66656  -0.1875
C 3.29860 -0.69395 -6.39419  -1.0129
C 4.37109 -1.17275 -1.32264  -0.4738
O 4.60636 0.20752 -1.69025  -0.2699
N 5.30894 0.85158 -0.68360  0.0553
O 4.59736 1.25411 0.16168  -0.1871
C 0.37495 -2.90855 -0.49712  1.6819
O 0.52956 -3.53634 -1.74147  -0.0779
C -0.39817 -4.59680 -2.03089  0.0688
C 0.41992 -5.63123 -2.91773  -1.1496
N 0.65347 -5.05206 -4.27261  -0.4800
C -1.66529 -4.19064 -2.88170  -0.9577
C -2.95029 -4.36191 -1.94815  -0.3588
C -4.11817 -3.34268 -2.27190  0.1472
C -5.44551 -4.13094 -2.65528  -0.7066
C -5.94856 -3.59057 -4.05129  -0.9650
C -6.22861 -2.03585 -4.02684  -0.5848
C -6.87928 -1.51106 -2.69033  0.1063
C -7.43340 -0.04553 -2.99620  -0.5036
C -8.61041 0.21489 -1.98703  -0.7043
O -8.09506 0.13612 -0.64853  -0.2655
C -8.85036 -0.77030 0.14928  -0.7231
C -0.97557 -2.04401 -0.41516  0.4399
C -1.73601 -2.08977 0.80916  -0.8073
C -2.94555 -1.24993 0.85784  -0.7135
C -3.14563 -0.48747 -0.36274  -0.0073
C -2.29707 -0.55600 -1.52328  -0.6689
N -1.19233 -1.34023 -1.53688  0.3370
S 0.68305 -3.96773 0.97493  1.8563
C 1.11151 -2.93670 2.45339  -1.0300
O -0.42613 -4.83278 1.38452  -0.7952
O 1.87494 -4.77505 0.66688  -0.7816
H 1.66355 2.64324 0.43719  0.3338
H 0.71248 1.49749 1.47352  0.1948
H -0.07526 2.40392 0.07886  0.1555
H 0.55133 0.68410 -1.37612  0.1728
H 2.28521 0.90761 -0.87577  0.0368
H 1.83547 -0.51477 1.08066  0.3392
H 2.39813 -2.26168 0.11807  1.1451
H 3.34644 -2.98782 -2.08272  0.1407
H 3.04736 -0.37757 -3.69452  0.3998
H 4.53034 -1.38840 -3.88079  0.3438
H 1.33117 -0.92915 -5.38407  0.2188
H 1.85407 -2.37214 -6.38628  0.3738
H 4.32338 -1.11799 -6.28843  0.2598
H 3.01383 -0.44343 -7.44412  0.3594
H 3.30578 0.28824 -5.84153  0.2561
H 5.31948 -1.73932 -1.54565  0.7286
H 4.22159 -1.28806 -0.21275  0.0093
H -0.76418 -5.18658 -1.15828  0.3178
H -0.09953 -6.61155 -3.01904  0.4135
H 1.44901 -5.75852 -2.46940  0.3133
H 1.23549 -4.21733 -4.21957  0.1179
H 1.02271 -5.74915 -4.91224  0.2360
H -1.60011 -3.18826 -3.35984  0.2204
H -1.82177 -4.92541 -3.71744  0.6271
H -3.26620 -5.43287 -2.06182  0.5756
H -2.67995 -4.25132 -0.86170  0.1358
H -3.76002 -2.65204 -3.06737  0.1071
H -4.34828 -2.82485 -1.30534  -0.2940
H -5.30299 -5.23626 -2.72748  0.4648
H -6.19025 -3.96950 -1.82682  0.2625
H -6.84569 -4.20287 -4.33339  0.3507
H -5.11376 -3.79025 -4.78115  0.3070
H -5.24611 -1.49392 -4.12258  0.1445
H -6.86365 -1.77895 -4.90766  0.5109
H -6.14033 -1.42974 -1.85902  -0.0557
H -7.71398 -2.18821 -2.36803  0.2238
H -6.62957 0.70586 -2.78919  0.1212
H -7.82127 0.05305 -4.03803  0.4085
H -9.07144 1.21417 -2.19802  0.3256
H -9.36468 -0.60922 -2.12420  0.4226
H -8.32046 -0.93118 1.11855  0.2055
H -9.86072 -0.33628 0.37124  0.2878
H -8.99355 -1.77847 -0.32391  0.2965
H -1.51991 -2.66345 1.72667  0.4340
H -3.61480 -1.19401 1.73511  0.3709
H -4.03946 0.16858 -0.41257  -0.2267
H -2.56833 0.06784 -2.40771  0.2685
H 0.76163 -3.51846 3.34738  0.4444
H 0.56308 -1.96623 2.44920  0.1687
H 2.22090 -2.84944 2.48521  0.4244
Cl -1.09876 0.87666 4.16218  -0.2043
C -1.46759 2.57010 3.73417  -0.3814
C -2.63397 2.67577 2.78142  -0.0272
Cl -2.24138 2.03207 1.16765  -0.0217
H -0.56536 3.01612 3.31498  0.3475
H -1.70294 3.08636 4.66055  0.1643
H -2.90767 3.72289 2.64738  -0.2313
H -3.50739 2.14211 3.15520  0.3416
Cl -1.97407 5.22799 5.29269  -0.2031
C -1.71210 6.59595 4.17934  -0.4682
C -2.99692 7.32229 3.85396  -0.4363
Cl -4.09745 6.33207 2.86097  -0.1517
H -1.23050 6.21189 3.28031  0.2664
H -1.01805 7.27604 4.67334  0.3965
H -2.77612 8.22213 3.27930  0.2941
H -3.52992 7.61693 4.75686  0.3225
Cl 6.48911 -1.44381 2.15906  -0.2036
C 6.48686 0.24722 2.72570  -0.1867
C 5.87786 0.38490 4.10028  -0.2114
Cl 4.12169 0.06346 4.09372  -0.1607
H 5.95552 0.84921 1.99188  0.1720
H 7.52661 0.57494 2.74737  0.2420
H 6.01123 1.40359 4.46271  0.2371
H 6.34224 -0.29260 4.81418  0.1213
Cl 8.41038 -0.59454 6.78664  -0.1825
C 9.77350 0.55152 6.84276  -0.4710
C 9.31715 1.98902 6.74631  -0.4881
Cl 8.66175 2.38247 5.13699  -0.1364
H 10.46251 0.29576 6.03875  0.3252
H 10.28258 0.39009 7.79309  0.3402
H 10.16246 2.65730 6.91357  0.3028
H 8.55176 2.21754 7.48672  0.3143
Cl -5.51183 4.11512 -3.46839  -0.1973
C -4.90095 4.78281 -1.93309  -0.5607
C -4.06817 3.78138 -1.16745  -0.3460
Cl -5.04853 2.43295 -0.54410  -0.0906
H -5.75534 5.12232 -1.34869  0.3184
H -4.29275 5.65182 -2.18566  0.3757
H -3.60897 4.26422 -0.30401  0.2492
H -3.27355 3.36446 -1.78552  0.2651
Cl 9.57805 5.56508 6.09040  -0.1894
C 9.14673 6.04676 4.43150  -0.3749
C 8.28608 7.28856 4.40316  -0.4239
Cl 6.65860 6.99390 5.06540  -0.1825
H 8.64885 5.20305 3.95441  0.2394
H 10.08212 6.23361 3.90354  0.3219
H 8.15317 7.62123 3.37332  0.2961
H 8.73858 8.10227 4.96832  0.3147

Total energy = -225080.5156 eV
SMILES = CCN[C@H](O[C@@H](COCC)CON=O)[C@](O[C@H](CN)CCCCCCCCCOC)(c1ccccn1)S(C)(=O)=O.ClCCCl.ClCCCl.ClCCCl.ClCCCl.ClCCCl.ClCCCl
Net charge = 0

A 3-piece molecular cluster, C15H36BrN2O5P overall in a non-equilibrium geometry. Source: OMol25; level of theory: the ωB97M-V functional and the def2-TZVPD basis.

Last column: Mulliken charge in e.
Atoms and positions in Å:
C 0.56121 2.11345 0.78020  -1.1832
C 0.34702 2.22734 -0.74062  -0.5955
P -0.58698 0.90559 -1.61802  0.1397
C -0.73147 -0.49833 -0.44251  -0.6735
O -2.17782 1.54370 -1.71769  -0.3700
C -2.86503 1.65377 -0.56680  0.5832
O -2.45327 2.12247 0.47560  -0.5469
O -4.10395 1.12225 -0.70899  -0.2395
C -5.12976 1.92886 -0.11668  -0.6770
C -6.44552 1.57031 -0.80559  0.1092
C -6.65409 0.07887 -0.93153  -1.2085
Br -7.86578 2.35629 0.26273  -0.1429
H -0.08789 1.39528 1.26233  0.3667
H 0.32824 3.07610 1.22666  0.3347
H 1.59625 1.92781 1.03814  0.4277
H 1.30420 2.30325 -1.24494  0.4725
H -0.18706 3.14787 -0.95603  0.2990
H -0.57722 -1.39649 -1.02629  0.0791
H 0.08853 -0.42478 0.26522  0.3319
H -1.67145 -0.52636 0.09863  0.3423
H -4.92017 2.97761 -0.29690  0.3992
H -5.21529 1.74823 0.94904  0.3523
H -6.45250 2.05916 -1.77179  0.3478
H -6.66767 -0.37102 0.05696  0.3412
H -7.62592 -0.11744 -1.37126  0.3973
H -5.86901 -0.35988 -1.53205  0.3043
C 4.55447 3.51180 5.68377  -1.3924
C 4.84643 3.49031 4.18644  0.3725
C 3.61021 3.70634 3.30313  -0.7706
O 2.74318 2.59451 3.20087  -0.2651
C 1.85627 2.41444 4.28855  -0.7391
N 5.55480 2.24969 3.85852  -0.7396
H 4.11848 2.57449 6.02742  0.2890
H 5.47902 3.65645 6.24115  0.3429
H 3.87241 4.32341 5.94423  0.3413
H 5.52432 4.32263 3.97585  0.4029
H 3.95577 3.89285 2.28285  0.3277
H 3.04858 4.59576 3.61945  0.4258
H 1.52678 3.37258 4.70007  0.3398
H 2.30671 1.80981 5.07891  0.2366
H 0.98471 1.87817 3.91284  0.2535
H 5.86577 2.28436 2.89233  0.2703
H 4.87887 1.49140 3.87910  0.3218
C 0.01826 -6.51732 -3.95425  -1.3914
C 1.25247 -5.80143 -3.41385  0.3414
C 0.95390 -4.44945 -2.75177  -0.6457
O 0.67067 -3.39290 -3.64587  -0.4094
C -0.65139 -3.35992 -4.15065  -0.7435
N 2.24367 -5.68764 -4.48725  -0.7336
H -0.31135 -6.09984 -4.90489  0.2892
H 0.24444 -7.56840 -4.12902  0.3451
H -0.81342 -6.46339 -3.24902  0.3402
H 1.68166 -6.43797 -2.63443  0.3975
H 1.85149 -4.13444 -2.21342  0.3317
H 0.14907 -4.54409 -2.00906  0.3948
H -1.37536 -3.69245 -3.40052  0.3120
H -0.74818 -3.96693 -5.05354  0.2821
H -0.87383 -2.32667 -4.41597  0.2929
H 3.11387 -5.32920 -4.10573  0.2709
H 1.92965 -4.96088 -5.12409  0.3175

Total energy = -108687.1225 eV
SMILES = CCP(C)OC(=O)OC[C@@H](C)Br.COC[C@@H](C)N.COC[C@@H](C)N
Net charge = 0

| no. | HOMO level (eV) |
| --- | --- |
| 1 | -8.24 |
| 2 | -8.74 |